A 2-piece molecular cluster, C4H13N3O overall. Source: the Open Molecules 2025 dataset; level of theory: wB97M-V/def2-TZVPD.

Atoms and positions in Å:
H1 3.72389 0.26190 1.18380
N1 3.38056 -0.44527 0.53583
C1 2.19629 -0.23452 0.12627
N2 1.39863 0.83564 0.38896
C2 1.61233 -1.26635 -0.82149
O1 0.75927 -0.72924 -1.81144
H2 0.34197 0.84866 0.12359
H3 1.69290 1.45666 1.12579
H4 1.00031 -1.96742 -0.24639
H5 2.43883 -1.82751 -1.27076
H6 1.24849 -0.04889 -2.28557
C3 -2.50581 1.10874 -0.47738
N3 -1.32836 0.39898 -0.00737
C4 -1.57551 -0.37946 1.26134
H7 -2.24296 1.66187 -1.38350
H8 -2.83523 1.81385 0.28851
H9 -3.34595 0.43074 -0.70277
H10 -1.02210 -0.24743 -0.73641
H11 -1.81582 0.33272 2.04963
H12 -2.42978 -1.05424 1.12339
H13 -0.69192 -0.94944 1.53596

Computed properties:
LUMO   0.8 eV
Total energy   -399.68906 Ha
SMILES   [H]/N=C(\N)CO.CNC
Orbital gap   9.54 eV

A 2-piece molecular cluster, C4H13N3O overall. Source: the Open Molecules 2025 dataset; level of theory: wB97M-V/def2-TZVPD.

Atoms and positions in Å:
N1 -1.80680 1.99555 -0.09437
C1 -1.52939 0.61119 0.07322
C2 -0.27777 0.12927 0.11929
N2 0.82921 0.91099 -0.11866
C3 -0.13614 -1.39175 0.21007
C4 0.34290 -2.13533 -1.04225
N3 1.60968 -1.61334 -1.58438
H1 -1.37669 2.62105 0.57986
H2 -2.80698 2.11671 0.00347
H3 -2.34117 -0.07741 0.23335
H4 1.65587 0.45052 -0.41712
H5 0.64304 1.78610 -0.59803
H6 -1.09577 -1.83868 0.45889
H7 0.54589 -1.59057 1.05125
H8 -0.41219 -1.90882 -1.80255
H9 0.45361 -3.21687 -0.96664
H10 2.39489 -1.67362 -0.97523
H11 1.86137 -2.05931 -2.44823
O1 0.15417 2.41066 2.34771
H12 0.73150 2.87512 2.97229
H13 0.56078 1.59851 1.99805

Computed properties:
LUMO   1.0 eV
Total energy   -399.69057 Ha
SMILES   N/C=C(\N)CCN.O
Orbital gap   7.98 eV

A 2-piece molecular cluster, C4H13N3O overall. Source: the Open Molecules 2025 dataset; level of theory: wB97M-V/def2-TZVPD.

Atoms and positions in Å:
N1 -1.51452 -1.02860 -1.52125
C1 -1.30225 0.33780 -1.20844
N2 -0.17826 0.95755 -1.23657
C2 1.05619 0.18220 -1.43205
C3 1.43770 -0.80007 -0.29558
C4 0.77696 -0.46221 1.03908
N3 0.80676 0.95659 1.43516
H1 -2.41277 -1.43398 -1.19634
H2 -0.75819 -1.65669 -1.42007
H3 -2.23631 0.92893 -0.94256
H4 0.96651 -0.40166 -2.40491
H5 1.87214 0.93896 -1.50074
H6 2.53109 -0.78966 -0.23927
H7 1.14389 -1.84314 -0.57664
H8 1.26046 -1.04460 1.85058
H9 -0.26335 -0.78243 1.00599
H10 0.61628 1.51370 0.63168
H11 1.73116 1.19870 1.78283
O1 -2.05176 0.94919 1.77840
H12 -2.37832 1.21216 2.65672
H13 -1.10341 1.06725 1.79402

Computed properties:
LUMO   0.9 eV
Total energy   -399.69842 Ha
SMILES   N/C=N\CCCN.O
Orbital gap   10.12 eV

One molecule with the formula C4H13N3O. Source: the Open Molecules 2025 dataset; level of theory: wB97M-V/def2-TZVPD.

Atoms and positions in Å:
N1 1.10885 2.85172 0.57275
C1 1.55301 1.62658 -0.10354
N2 1.46607 0.43793 0.71517
C2 0.16500 -0.13281 0.92277
C3 -0.56228 -0.62637 -0.33373
N3 0.34131 -1.38529 -1.20988
C4 -1.80739 -1.39709 0.05420
O1 -2.41706 -2.02563 -1.12094
H1 1.68979 3.02798 1.38292
H2 0.14306 2.77740 0.86031
H3 2.57034 1.78664 -0.44005
H4 0.87726 1.56696 -0.96240
H5 2.16946 -0.24970 0.49860
H6 0.19761 -0.88502 1.71352
H7 -0.45237 0.65982 1.35889
H8 -0.85228 0.26119 -0.90008
H9 -0.23904 -2.00814 -1.76535
H10 0.97064 -1.94677 -0.64752
H11 -1.64070 -2.28619 0.64005
H12 -2.55250 -0.72061 0.47430
H13 -2.72877 -1.33258 -1.70999

Computed properties:
LUMO   0.8 eV
Total energy   -399.68667 Ha
SMILES   NCNC[C@@H](N)CO
Orbital gap   9.57 eV

A 3-piece molecular cluster, C4H13N3O overall. Source: the Open Molecules 2025 dataset; level of theory: wB97M-V/def2-TZVPD.

Atoms and positions in Å:
C1 -2.13993 0.32614 1.30561
C2 -1.55282 0.97734 -0.97531
N1 -1.57496 -0.05988 0.03431
C3 -0.60969 -1.04922 -0.02217
O1 -0.15551 -1.44049 -1.13464
H1 -0.63601 -1.71579 0.85090
H2 -1.60198 1.17788 1.74439
H3 -2.08820 -0.50753 2.00721
H4 -3.19029 0.60519 1.17667
H5 -2.55605 1.38665 -1.09882
H6 -0.86892 1.78986 -0.70177
H7 -1.23129 0.55040 -1.92204
C4 1.31495 -0.01686 0.87943
N2 1.84640 0.26125 -1.06400
N3 2.90923 -0.46066 -1.30029
H8 1.00484 -0.35831 -1.34207
H9 3.80599 -0.01933 -1.11444
H10 2.86180 -1.46611 -1.10490
H11 1.76649 -1.00012 1.03892
H12 0.63225 0.26517 1.67832
H13 2.06369 0.75441 1.06465

Computed properties:
LUMO   0.9 eV
Total energy   -399.54911 Ha
Orbital gap   8.84 eV

A 2-piece molecular cluster, C4H13N3O overall. Source: the Open Molecules 2025 dataset; level of theory: wB97M-V/def2-TZVPD.

Atoms and positions in Å:
C1 1.16674 -0.90990 -1.04527
N1 0.23985 0.17206 -0.56843
N2 0.35486 1.32449 -1.40685
N3 0.78897 -1.49532 -2.29263
H1 -0.84896 0.02894 -0.36165
H2 -0.52102 1.83355 -1.29369
H3 1.05491 1.92184 -0.96233
H4 0.70289 -0.78466 -3.00967
H5 -0.08829 -1.99695 -2.22460
H6 2.17039 -0.48640 -1.12898
H7 1.20355 -1.68149 -0.27843
C2 0.38163 -0.54806 1.95887
C3 -1.94515 0.63492 0.84848
C4 0.25811 0.62910 1.03098
O1 0.74766 1.71488 1.22389
H8 1.43687 -0.82376 2.04883
H9 0.02889 -0.24041 2.94139
H10 -2.00422 1.02787 1.86428
H11 -2.41344 1.38464 0.20163
H12 -2.51395 -0.30170 0.82883
H13 -0.20028 -1.40365 1.62534

Computed properties:
LUMO   0.8 eV
Total energy   -399.57296 Ha
Orbital gap   8.55 eV

Across the entries above, ΔE to the lowest compared entry with this formula, charge and spin takes the values 1.584 1.543 1.330 1.649 5.392 4.744 eV, respectively.